A structure of composition C51H49AsBIrN11P in a non-equilibrium geometry, computed with ωB97M-V/def2-TZVPD.

Last column: Löwdin charge in e.
Geometry (Å):
1 Ir 0.446 -0.848 -0.060  1.173
2 C 3.916 -3.524 -0.399  -0.050
3 C 3.286 -2.505 0.189  -0.167
4 N 2.034 -2.437 -0.233  -0.105
5 N 1.809 -3.462 -1.051  -0.023
6 C 2.998 -4.152 -1.214  -0.029
7 B 0.437 -3.656 -1.737  -0.487
8 N -0.797 -3.586 -0.711  -0.044
9 C -1.794 -4.467 -0.719  -0.063
10 C -2.614 -4.138 0.364  -0.040
11 C -2.032 -3.010 0.876  -0.191
12 N -0.889 -2.736 0.292  -0.066
13 N 0.275 -2.507 -2.763  -0.051
14 C 0.003 -2.543 -4.049  -0.082
15 C 0.018 -1.300 -4.609  -0.033
16 C 0.344 -0.483 -3.535  -0.141
17 N 0.444 -1.229 -2.402  -0.060
18 H 4.880 -3.890 -0.080  0.120
19 H 3.562 -1.865 0.982  0.098
20 H 3.054 -5.021 -1.860  0.130
21 H 0.353 -4.712 -2.386  0.129
22 H -1.764 -5.333 -1.355  0.125
23 H -3.410 -4.732 0.772  0.109
24 H -2.241 -2.392 1.748  0.121
25 H -0.291 -3.548 -4.374  0.141
26 H -0.212 -1.040 -5.638  0.120
27 H 0.603 0.592 -3.500  0.115
28 C 1.657 -1.185 3.765  -0.160
29 N 1.091 -2.326 3.066  -0.044
30 C 1.018 -3.688 3.792  -0.057
31 C 0.765 -4.725 2.695  -0.280
32 N 1.451 -4.936 1.707  0.239
33 C 0.896 -5.949 0.991  -0.152
34 C 1.307 -6.650 -0.056  -0.001
35 C 0.425 -7.523 -0.683  0.046
36 C -0.783 -7.929 0.030  0.051
37 C -1.199 -7.364 1.294  0.042
38 C -0.331 -6.355 1.677  -0.123
39 N -0.473 -5.434 2.756  0.195
40 C 2.265 -0.211 2.814  -0.314
41 N 2.161 -0.021 1.531  0.038
42 C 3.035 0.945 1.199  -0.298
43 C 3.508 1.389 -0.007  -0.061
44 C 4.597 2.226 -0.119  -0.052
45 C 5.262 2.689 1.043  -0.057
46 C 4.886 2.226 2.248  -0.009
47 C 3.834 1.295 2.313  -0.136
48 N 3.205 0.627 3.358  0.179
49 H 2.517 -1.458 4.479  0.146
50 H 1.012 -0.536 4.414  0.139
51 H 1.533 -2.487 2.124  0.064
52 H 0.225 -3.536 4.492  0.102
53 H 1.925 -3.834 4.534  0.166
54 H 2.267 -6.827 -0.430  0.121
55 H 0.578 -8.159 -1.545  0.136
56 H -1.375 -8.591 -0.658  0.147
57 H -2.119 -7.721 1.895  0.169
58 H -0.685 -5.837 3.707  0.199
59 H 2.999 1.014 -0.878  0.100
60 H 4.933 2.500 -1.083  0.098
61 H 6.169 3.265 1.014  0.120
62 H 5.427 2.412 3.171  0.128
63 H 3.506 0.379 4.290  0.168
64 C -0.701 2.220 -0.788  -0.387
65 C 0.058 3.050 0.246  -0.398
66 As 0.576 4.812 -0.238  1.491
67 C -0.655 6.138 0.203  -0.385
68 C -1.558 5.829 1.238  -0.096
69 C -2.460 6.778 1.680  -0.061
70 C -2.405 8.064 1.208  -0.014
71 C -1.390 8.404 0.276  -0.018
72 C -0.460 7.481 -0.190  -0.089
73 C 0.975 4.939 -2.102  -0.371
74 C 2.025 4.177 -2.601  -0.125
75 C 2.368 4.216 -3.945  -0.044
76 C 1.624 5.106 -4.737  -0.034
77 C 0.624 5.931 -4.218  -0.073
78 C 0.300 5.894 -2.911  -0.097
79 P -1.311 0.651 -0.047  0.870
80 C -2.657 0.181 -1.229  -0.333
81 C -3.672 -0.636 -0.781  -0.110
82 C -4.588 -1.144 -1.654  -0.050
83 C -4.442 -0.855 -2.998  -0.035
84 C -3.388 -0.056 -3.424  -0.083
85 C -2.518 0.512 -2.588  -0.107
86 C -2.160 1.225 1.469  -0.372
87 C -1.756 0.890 2.757  -0.092
88 C -2.500 1.307 3.801  -0.085
89 C -3.684 1.946 3.617  -0.074
90 C -4.097 2.335 2.373  -0.043
91 C -3.311 1.983 1.249  -0.077
92 H -0.091 2.011 -1.617  0.038
93 H -1.633 2.763 -1.066  0.105
94 H 0.999 2.490 0.494  0.060
95 H -0.552 3.210 1.181  0.070
96 H -1.806 4.854 1.624  0.088
97 H -3.176 6.491 2.428  0.118
98 H -3.100 8.779 1.549  0.111
99 H -1.315 9.467 -0.033  0.135
100 H 0.217 7.741 -0.916  0.077
101 H 2.594 3.537 -1.871  0.097
102 H 3.223 3.634 -4.325  0.126
103 H 1.841 5.231 -5.780  0.114
104 H 0.131 6.667 -4.899  0.142
105 H -0.510 6.559 -2.470  0.123
106 H -3.699 -0.953 0.219  0.085
107 H -5.431 -1.651 -1.276  0.108
108 H -5.104 -1.268 -3.758  0.122
109 H -3.391 0.120 -4.503  0.127
110 H -1.762 1.132 -2.978  0.082
111 H -0.921 0.298 2.976  0.071
112 H -2.334 1.069 4.815  0.109
113 H -4.270 2.055 4.521  0.126
114 H -5.057 2.862 2.284  0.126
115 H -3.595 2.363 0.242  0.129

The calculation puts the highest occupied orbital energy (spin up / spin down) at -0.50774 / -0.55698 Eh. As for the net charge: +3. The calculation puts the orbital gap (spin up / spin down) at 6.71 / 4.26 eV. Its multiplicity is 6.



A structure of composition C51H50N6O8SSiSn, computed with ωB97M-V/def2-TZVPD.

Last column: Löwdin charge in e.
Geometry (Å):
1 Sn -0.060 -0.328 -0.570  1.517
2 N 0.697 1.401 1.583  -0.015
3 C 1.936 1.160 2.325  -0.253
4 C 2.007 -0.315 2.708  -0.224
5 N 1.987 -1.174 1.537  -0.094
6 C 3.194 -1.954 1.293  -0.233
7 C 4.282 -1.147 0.594  -0.285
8 N 3.863 -0.761 -0.743  0.018
9 H 0.555 2.387 1.400  0.077
10 H -0.105 1.051 2.097  0.020
11 H 2.004 1.761 3.245  0.099
12 H 2.783 1.412 1.678  0.095
13 H 1.132 -0.532 3.329  0.100
14 H 2.907 -0.491 3.311  0.110
15 H 1.183 -1.790 1.574  0.038
16 H 2.912 -2.795 0.658  0.105
17 H 3.614 -2.353 2.231  0.104
18 H 5.174 -1.777 0.523  0.100
19 H 4.542 -0.277 1.220  0.097
20 H 4.491 -0.058 -1.112  0.051
21 H 2.974 -0.279 -0.660  0.006
22 O 0.406 -4.206 -7.146  -0.058
23 C 0.949 -4.473 -6.056  -0.710
24 O 1.524 -5.519 -5.671  -0.077
25 C 0.905 -3.363 -4.986  -0.115
26 C 1.980 -3.161 -4.127  -0.016
27 C 1.879 -2.233 -3.107  -0.143
28 N 0.750 -1.556 -2.854  0.023
29 C -0.279 -1.731 -3.690  -0.210
30 C -0.228 -2.588 -4.779  0.038
31 C -1.562 -0.981 -3.366  -0.617
32 O -2.418 -0.875 -4.239  0.024
33 O -1.649 -0.516 -2.171  -0.231
34 H 2.879 -3.751 -4.255  0.109
35 H 2.706 -2.025 -2.437  0.077
36 H -1.082 -2.667 -5.436  0.124
37 O -1.236 -0.762 1.529  -0.474
38 Si -2.384 -0.617 2.595  0.403
39 C -4.111 -0.608 1.814  -0.223
40 C -5.255 -1.105 2.443  -0.092
41 C -6.497 -1.056 1.819  -0.107
42 C -6.614 -0.507 0.547  -0.111
43 C -5.486 -0.025 -0.104  -0.093
44 C -4.249 -0.075 0.526  -0.096
45 C -2.390 -2.015 3.881  -0.211
46 C -1.990 -3.296 3.484  -0.073
47 C -2.025 -4.368 4.367  -0.095
48 C -2.451 -4.179 5.676  -0.116
49 C -2.834 -2.912 6.098  -0.108
50 C -2.806 -1.846 5.205  -0.107
51 C -2.302 0.984 3.635  -0.217
52 C -1.265 1.162 4.560  -0.116
53 C -1.140 2.328 5.303  -0.099
54 C -2.062 3.354 5.141  -0.112
55 C -3.108 3.197 4.241  -0.100
56 C -3.221 2.028 3.498  -0.082
57 H -5.170 -1.553 3.428  0.094
58 H -7.373 -1.451 2.322  0.089
59 H -7.583 -0.470 0.060  0.090
60 H -5.565 0.384 -1.104  0.107
61 H -3.366 0.280 0.003  0.099
62 H -1.634 -3.442 2.467  0.083
63 H -1.721 -5.355 4.035  0.095
64 H -2.479 -5.015 6.365  0.088
65 H -3.154 -2.758 7.122  0.090
66 H -3.116 -0.861 5.543  0.097
67 H -0.543 0.360 4.699  0.097
68 H -0.322 2.435 6.007  0.094
69 H -1.971 4.265 5.720  0.090
70 H -3.836 3.992 4.117  0.093
71 H -4.039 1.921 2.792  0.097
72 O -0.419 2.076 -1.178  -0.089
73 C 0.741 2.474 -1.382  -0.600
74 N 1.021 3.767 -1.763  0.147
75 C 2.443 3.992 -1.830  -0.280
76 C 2.940 2.537 -1.446  -0.449
77 O 4.131 2.275 -1.355  0.037
78 N 1.876 1.731 -1.282  0.139
79 C 2.875 5.066 -0.849  -0.149
80 C 2.568 6.398 -1.124  -0.040
81 C 2.923 7.405 -0.240  -0.094
82 C 3.592 7.093 0.937  -0.109
83 C 3.883 5.768 1.228  -0.080
84 C 3.523 4.759 0.342  -0.007
85 C 2.965 4.220 -3.244  -0.146
86 C 2.262 3.724 -4.338  -0.012
87 C 2.801 3.799 -5.615  -0.080
88 C 4.051 4.368 -5.814  -0.107
89 C 4.761 4.855 -4.725  -0.090
90 C 4.223 4.781 -3.448  -0.029
91 H 0.319 4.483 -1.804  0.151
92 H 2.056 6.645 -2.048  0.120
93 H 2.679 8.436 -0.468  0.095
94 H 3.888 7.880 1.620  0.092
95 H 4.393 5.515 2.150  0.099
96 H 3.763 3.726 0.565  0.107
97 H 1.295 3.262 -4.183  0.120
98 H 2.248 3.392 -6.453  0.102
99 H 4.474 4.422 -6.810  0.093
100 H 5.748 5.281 -4.867  0.094
101 H 4.788 5.148 -2.601  0.118
102 C -0.077 -5.997 -0.143  -0.233
103 S 0.190 -4.299 -0.734  0.924
104 O 0.278 -3.456 0.496  -0.563
105 C -1.485 -4.113 -1.349  -0.392
106 C -1.841 -4.696 -2.560  -0.086
107 C -3.117 -4.480 -3.054  -0.073
108 C -4.017 -3.696 -2.341  -0.072
109 C -3.652 -3.129 -1.129  -0.051
110 C -2.370 -3.328 -0.630  -0.070
111 H -0.961 -6.021 0.492  0.056
112 H 0.815 -6.279 0.418  0.044
113 H -0.196 -6.644 -1.014  0.052
114 H -1.125 -5.286 -3.124  0.118
115 H -3.398 -4.905 -4.010  0.107
116 H -5.003 -3.504 -2.748  0.102
117 H -4.344 -2.505 -0.578  0.090
118 H -2.043 -2.854 0.293  0.076

The relative energy (zero: lowest compared OMol25 entry of this formula, charge and spin) is 0.500 eV. The calculation puts the highest occupied orbital energy at -0.11217 Eh. As for the net charge: -2. The calculation puts the orbital gap at 6.74 eV. Its multiplicity is 1.



A structure of composition C51H51N7NdOPS3SbSe3 in a non-equilibrium geometry, computed with ωB97M-V/def2-TZVPD.

Last column: Löwdin charge in e.
Geometry (Å):
1 Nd 0.515 0.574 0.313  0.920
2 C -3.162 1.592 4.997  -0.441
3 S -3.913 1.639 3.319  0.773
4 C -2.533 1.683 2.151  -1.106
5 S -0.904 1.948 2.690  0.472
6 N -2.940 1.436 0.931  -0.103
7 N -1.890 1.555 0.017  -0.130
8 C -2.196 2.267 -0.970  -0.125
9 C -1.302 2.342 -2.120  -0.279
10 C -1.728 3.178 -3.140  -0.017
11 C -0.950 3.334 -4.289  -0.057
12 C 0.229 2.632 -4.355  -0.055
13 C 0.565 1.789 -3.286  -0.138
14 N -0.157 1.637 -2.173  0.040
15 H -2.672 2.526 5.271  0.019
16 H -2.436 0.753 5.113  0.022
17 H -4.028 1.480 5.669  0.019
18 H -3.189 2.707 -1.043  0.134
19 H -2.622 3.775 -2.999  0.113
20 H -1.278 4.034 -5.073  0.114
21 H 0.918 2.754 -5.191  0.112
22 H 1.491 1.233 -3.308  0.073
23 Se 1.639 3.734 0.419  0.163
24 P 2.986 3.084 1.962  0.115
25 Se 2.822 0.961 2.380  0.173
26 C 2.602 4.031 3.511  -0.378
27 C 2.626 3.439 4.780  -0.104
28 C 2.175 4.178 5.861  -0.102
29 C 1.764 5.497 5.730  -0.095
30 C 1.936 6.108 4.485  -0.098
31 C 2.307 5.379 3.374  -0.127
32 C 4.748 3.488 1.563  -0.387
33 C 5.026 4.475 0.654  -0.139
34 C 6.332 4.774 0.325  -0.087
35 C 7.393 4.024 0.853  -0.092
36 C 7.105 3.031 1.771  -0.103
37 C 5.801 2.769 2.128  -0.108
38 H 2.890 2.394 4.867  0.060
39 H 2.135 3.663 6.837  0.106
40 H 1.403 6.095 6.575  0.100
41 H 1.753 7.181 4.406  0.100
42 H 2.349 5.862 2.396  0.081
43 H 4.197 5.031 0.219  0.067
44 H 6.520 5.561 -0.413  0.102
45 H 8.412 4.212 0.533  0.094
46 H 7.933 2.494 2.238  0.103
47 H 5.608 2.019 2.918  0.092
48 Se 1.447 -1.903 -0.443  -0.114
49 C -2.670 -4.664 3.105  -0.005
50 N -2.858 -3.212 3.067  -0.070
51 N -1.691 -2.471 2.867  0.056
52 C -1.859 -1.568 1.814  -0.383
53 O -0.974 -0.795 1.461  -0.283
54 C -3.221 -1.776 1.367  0.072
55 C -3.737 -2.765 2.095  -0.276
56 C -5.053 -3.442 1.912  -0.009
57 C -0.718 -2.357 3.917  -0.185
58 C 0.630 -2.352 3.568  0.009
59 C 1.545 -2.204 4.611  -0.081
60 C 1.125 -2.119 5.917  -0.100
61 C -0.233 -2.113 6.241  -0.081
62 C -1.158 -2.201 5.218  -0.032
63 H -1.780 -4.906 3.712  0.101
64 H -2.545 -5.044 2.096  0.071
65 H -3.547 -5.121 3.568  0.089
66 H -3.705 -1.207 0.577  0.101
67 H -5.695 -2.739 1.414  0.080
68 H -5.495 -3.661 2.900  0.090
69 H -5.012 -4.401 1.392  0.088
70 H 0.977 -2.351 2.537  0.066
71 H 2.628 -2.259 4.438  0.116
72 H 1.891 -2.044 6.703  0.105
73 H -0.572 -2.023 7.254  0.093
74 H -2.213 -2.197 5.432  0.111
75 C -2.052 -6.466 -1.463  -0.098
76 C -2.346 -5.863 -2.693  -0.093
77 C -2.090 -4.521 -2.867  -0.123
78 C -1.506 -3.790 -1.849  -0.356
79 C -1.166 -4.393 -0.661  -0.176
80 C -1.465 -5.720 -0.449  -0.115
81 Sb -1.212 -1.637 -1.953  1.337
82 C -3.236 -1.238 -2.826  -0.332
83 C -3.899 -1.564 -4.016  -0.135
84 C -5.185 -1.112 -4.291  -0.115
85 C -5.847 -0.336 -3.371  -0.125
86 C -5.243 0.024 -2.174  -0.084
87 C -3.936 -0.419 -1.926  -0.186
88 C -0.292 -1.667 -3.915  -0.362
89 C -0.640 -0.689 -4.862  -0.166
90 C -0.070 -0.578 -6.104  -0.110
91 C 0.927 -1.498 -6.449  -0.106
92 C 1.341 -2.456 -5.504  -0.108
93 C 0.733 -2.531 -4.246  -0.153
94 H -2.172 -7.531 -1.292  0.092
95 H -2.821 -6.410 -3.460  0.082
96 H -2.366 -4.031 -3.792  0.087
97 H -0.698 -3.772 0.094  0.035
98 H -1.066 -6.211 0.445  0.102
99 H -3.409 -2.204 -4.759  0.090
100 H -5.663 -1.379 -5.223  0.092
101 H -6.810 0.071 -3.618  0.088
102 H -5.727 0.677 -1.451  0.100
103 H -3.432 -0.113 -1.031  0.009
104 H -1.452 -0.017 -4.603  0.088
105 H -0.385 0.204 -6.789  0.099
106 H 1.436 -1.390 -7.425  0.096
107 H 2.149 -3.189 -5.750  0.105
108 H 1.071 -3.297 -3.541  0.095
109 C 4.870 2.080 -4.285  -0.142
110 N 4.500 0.701 -3.946  -0.072
111 C 3.924 0.403 -2.752  -0.896
112 N 3.667 -0.888 -2.519  0.072
113 S 3.643 1.659 -1.656  0.598
114 H 5.164 2.150 -5.341  0.081
115 H 5.630 2.432 -3.631  0.051
116 H 4.022 2.741 -4.105  0.047
117 H 4.617 -0.038 -4.615  0.119
118 H 3.547 -1.513 -3.306  0.090
119 H 3.159 -1.137 -1.666  -0.133

The calculation puts the highest occupied orbital energy (spin up / spin down) at -0.13269 / -0.13372 Eh. As for the net charge: -1. The calculation puts the orbital gap (spin up / spin down) at 5.59 / 5.62 eV. Its multiplicity is 4.



no.,total energy (eV)
1,-143688.2043
2,-103571.5136
3,-325846.7615